Record 1
A 12-piece molecular cluster, C4H33N3O12 overall in a non-equilibrium geometry. Source: the OMol25 dataset; level of theory: ωB97M-V/def2-TZVPD.

Values from the calculation:
- SMILES string = C[C@H](NCN)C(N)=O.O.O.O.O.O.O.O.O.O.O.O
- E_HOMO (eV) = -9.196
- relative energy (zero: lowest compared OMol25 entry of this formula, charge and spin) (eV) = 5.0109
- LUMO energy (eV) = -0.01

Bonds (Å) are listed after each position.
Geometry (Å):
1 N -1.725 0.417 2.207  H6 0.996, C24 1.382, H33 1.051
2 H -0.353 2.075 4.785  O46 0.955
3 H 1.136 1.157 1.981  O48 0.944
4 H -0.616 3.301 3.885  O46 1.010
5 H 4.004 1.571 0.537  O39 0.983
6 H -1.690 0.120 3.156  N1 0.996
7 H 1.560 -2.174 0.061  O44 0.939
8 H 0.980 2.538 -2.336  N43 1.074
9 O 2.593 5.381 -0.178  H21 0.986, H27 1.042
10 H 0.284 -0.357 -0.322  N37 1.046
11 H 0.288 -4.629 -1.684  O23 0.849
12 H -0.544 -0.107 -2.760  C19 1.112
13 H -2.407 -3.290 1.055  O25 0.976
14 H -2.308 -1.620 -1.301  C18 1.188
15 H -3.715 -0.475 -0.900  C18 1.080
16 H 1.561 -4.568 -0.888  O23 0.986
17 O -4.284 -3.052 -1.077  H26 1.006, H49 0.997
18 C -2.672 -0.495 -1.179  H14 1.188, H15 1.080, C50 1.572, H52 0.998
19 C -0.340 0.774 -2.112  H12 1.112, H20 1.179, N37 1.615, N43 1.475
20 H -1.189 1.571 -2.298  C19 1.179
21 H 1.787 5.202 0.361  O9 0.986
22 H -2.284 -4.909 0.784  O25 0.913
23 O 0.863 -5.126 -1.303  H11 0.849, H16 0.986
24 C -1.575 -0.484 1.170  N1 1.382, O34 1.196, C50 1.642
25 O -2.797 -4.182 0.987  H13 0.976, H22 0.913
26 H -3.798 -3.511 -0.325  O17 1.006
27 H 3.126 4.506 -0.368  O9 1.042
28 H -2.250 1.296 -0.078  C50 1.183
29 H 3.133 -3.251 -0.797  O31 0.911
30 H 0.192 -2.007 0.823  O44 0.982
31 O 2.448 -2.916 -1.295  H29 0.911, H51 0.980
32 H 3.711 0.098 -2.848  O40 0.990
33 H -1.335 1.385 2.083  N1 1.051
34 O -1.821 -1.639 1.355  C24 1.196
35 H 0.301 3.661 1.865  O38 0.919
36 H 3.695 0.392 -1.437  O40 0.868
37 N -0.284 0.498 -0.522  H10 1.046, C19 1.615, C50 1.409
38 O -0.531 4.052 1.896  H35 0.919, H47 0.869
39 O 3.452 1.759 -0.254  H5 0.983, H42 0.875
40 O 3.732 -0.309 -1.946  H32 0.990, H36 0.868
41 H 1.744 0.999 -2.376  N43 0.986
42 H 2.697 2.020 0.103  O39 0.875
43 N 0.894 1.481 -2.507  H8 1.074, C19 1.475, H41 0.986
44 O 1.114 -1.685 0.726  H7 0.939, H30 0.982
45 H 0.650 1.620 0.695  O48 0.945
46 O -0.619 2.292 3.894  H2 0.955, H4 1.010
47 H -1.208 3.641 2.255  O38 0.869
48 O 1.292 1.844 1.352  H3 0.944, H45 0.945
49 H -5.195 -2.864 -0.717  O17 0.997
50 C -1.656 0.292 -0.274  C18 1.572, C24 1.642, H28 1.183, N37 1.409
51 H 2.653 -2.106 -1.805  O31 0.980
52 H -2.695 -0.187 -2.128  C18 0.998


Record 2
A 12-piece molecular cluster, C4H33NO11S overall in a non-equilibrium geometry. Source: the OMol25 dataset; level of theory: ωB97M-V/def2-TZVPD.

Values from the calculation:
- SMILES string = CCNCCS.O.O.O.O.O.O.O.O.O.O.O
- E_HOMO (eV) = -8.421
- relative energy (zero: lowest compared OMol25 entry of this formula, charge and spin) (eV) = 2.6175
- LUMO energy (eV) = -0.10

Bonds (Å) are listed after each position.
Geometry (Å):
1 H -2.238 1.380 -3.459  O18 0.959
2 H 0.727 1.742 -3.073  O7 0.962
3 H 1.145 0.542 1.585  C37 1.091
4 H 0.595 1.738 -0.656  C31 1.094
5 H -0.323 -0.350 -0.784  N50 1.018
6 H 0.093 2.767 -2.138  O7 0.964
7 O 0.060 2.434 -3.042  H2 0.962, H6 0.964
8 H -3.499 -1.522 0.426  O25 0.962
9 H -3.084 1.003 0.718  O30 0.973
10 H -1.507 0.316 -4.313  O18 0.955
11 C -0.201 -1.827 0.790  C16 1.525, H36 1.092, H48 1.088, N50 1.476
12 H 4.087 -0.212 2.045  O20 0.950
13 H -2.321 -0.664 -2.685  O49 0.984
14 H -0.816 2.302 0.313  C31 1.084
15 H 3.556 -1.332 -3.224  O41 0.956
16 C 0.051 -2.985 -0.170  C11 1.525, H24 1.085, H27 1.094, H34 1.095
17 H 3.683 -1.046 -1.773  O41 0.968
18 O -2.358 0.575 -3.966  H1 0.959, H10 0.955
19 H 0.240 -1.101 3.867  O47 0.948
20 O 3.416 -0.155 2.715  H12 0.950, H39 0.964
21 O 2.922 -0.764 0.306  H33 0.953, H44 0.955
22 H 0.814 -1.793 -2.935  O40 0.963
23 S 1.345 3.114 1.119  C31 1.850, H43 1.331
24 H 1.046 -3.076 -0.593  C16 1.085
25 O -3.801 -0.642 0.182  H8 0.962, H45 0.978
26 H -1.225 -1.524 -2.047  O49 0.964
27 H -0.616 -2.836 -1.023  C16 1.094
28 O -2.067 -1.583 3.125  H35 0.960, H38 0.957
29 H -3.808 2.166 1.416  O30 0.959
30 O -2.938 1.856 1.161  H9 0.973, H29 0.959
31 C 0.188 1.894 0.348  H4 1.094, H14 1.084, S23 1.850, C37 1.518
32 H -0.588 0.301 1.738  C37 1.092
33 H 2.346 -0.990 1.030  O21 0.953
34 H -0.389 -3.922 0.187  C16 1.095
35 H -1.550 -0.799 3.325  O28 0.960
36 H -1.258 -1.828 1.063  C11 1.092
37 C 0.207 0.538 1.029  H3 1.091, C31 1.518, H32 1.092, N50 1.472
38 H -1.575 -2.403 3.167  O28 0.957
39 H 3.154 0.770 2.773  O20 0.964
40 O 0.026 -1.993 -3.452  H22 0.963, H46 0.963
41 O 3.117 -0.841 -2.531  H15 0.956, H17 0.968
42 H 1.472 -0.086 3.863  O47 0.950
43 H 0.399 3.698 1.851  S23 1.331
44 H 2.573 -0.975 -0.558  O21 0.955
45 H -3.176 -0.416 -0.536  O25 0.978
46 H 0.213 -2.851 -3.848  O40 0.963
47 O 0.532 -0.203 3.789  H19 0.948, H42 0.950
48 H 0.514 -1.884 1.609  C11 1.088
49 O -1.957 -0.941 -1.814  H13 0.984, H26 0.964
50 N 0.162 -0.586 0.079  H5 1.018, C11 1.476, C37 1.472


Record 3
A 13-piece molecular cluster, C4H33NO12 overall in a non-equilibrium geometry. Source: the OMol25 dataset; level of theory: ωB97M-V/def2-TZVPD.

Values from the calculation:
- E_HOMO (eV) = -7.988
- relative energy (zero: lowest compared OMol25 entry of this formula, charge and spin) (eV) = 5.0899
- LUMO energy (eV) = -0.11

Bonds (Å) are listed after each position.
Geometry (Å):
1 H -3.373 -1.627 -2.349  O11 0.966
2 H 0.171 -3.273 -1.045  O20 0.965
3 O -0.041 1.685 -2.840  H21 0.954, H46 1.009
4 O 3.219 -0.740 -1.686  H29 0.962, H38 0.960
5 H 2.118 0.332 2.937  O32 0.958
6 H 1.044 3.270 1.629  C12 1.108
7 C -1.490 -1.705 0.595  N13 1.440, H14 1.102, H36 1.110, H50 1.098
8 O 2.403 1.533 -2.490  H23 0.985, H49 0.969
9 H -1.630 0.652 -1.111  O44 0.970
10 O -1.841 3.275 0.180  H35 0.969, H48 0.972
11 O -2.672 -2.291 -2.328  H1 0.966, H17 0.965
12 C 1.305 2.361 1.052  H6 1.108, C18 1.485, H22 1.113, H34 1.073
13 N -0.654 -0.856 1.403  C7 1.440, H39 1.017, C42 1.385
14 H -2.578 -1.590 0.723  C7 1.102
15 O -3.032 1.133 3.042  H40 0.973, H47 0.972
16 H 0.630 -2.520 3.267  O27 0.996
17 H -1.921 -1.760 -2.035  O11 0.965
18 C 0.338 1.343 1.536  C12 1.485, H30 1.079, C42 1.347
19 H -2.261 3.493 -1.828  O43 0.957
20 O 1.098 -3.080 -1.230  H2 0.965, H41 0.962
21 H -0.126 0.913 -2.284  O3 0.954
22 H 2.282 2.026 1.467  C12 1.113
23 H 2.179 0.574 -2.514  O8 0.985
24 H -1.946 2.375 -2.843  O43 0.970
25 O 3.234 -1.647 0.561  H28 0.962, H31 0.969
26 H 2.883 -1.053 2.670  O32 0.964
27 O 0.746 -3.313 2.675  H16 0.996, H33 0.974
28 H 2.454 -1.501 0.017  O25 0.962
29 H 2.884 -1.583 -2.007  O4 0.962
30 H -0.137 1.497 2.492  C18 1.079
31 H 3.227 -2.606 0.700  O25 0.969
32 O 2.347 -0.533 3.279  H5 0.958, H26 0.964
33 H 1.495 -2.808 2.311  O27 0.974
34 H 1.168 2.744 0.060  C12 1.073
35 H -2.104 2.947 1.053  O10 0.969
36 H -1.174 -2.757 0.758  C7 1.110
37 H 0.518 -0.144 -0.071  C42 1.105
38 H 4.162 -0.765 -1.508  O4 0.960
39 H -1.182 -0.762 2.267  N13 1.017
40 H -3.577 0.997 2.248  O15 0.973
41 H 1.480 -3.794 -1.750  O20 0.962
42 C 0.056 0.207 0.871  N13 1.385, C18 1.347, H37 1.105
43 O -2.667 2.812 -2.364  H19 0.957, H24 0.970
44 O -2.491 0.206 -1.082  H9 0.970, H45 0.989
45 H -2.969 1.069 -1.147  O44 0.989
46 H 0.883 2.089 -2.878  O3 1.009
47 H -2.957 0.177 3.199  O15 0.972
48 H -2.676 3.730 -0.024  O10 0.972
49 H 2.480 1.654 -1.532  O8 0.969
50 H -1.234 -1.645 -0.471  C7 1.098


Record 4
A 13-piece molecular cluster, C4H33O13 overall in a non-equilibrium geometry. Source: the OMol25 dataset; level of theory: ωB97M-V/def2-TZVPD.

Values from the calculation:
- E_HOMO (eV) = -6.976
- total charge = -1
- relative energy (zero: lowest compared OMol25 entry of this formula, charge and spin) (eV) = 1.7880
- LUMO energy (eV) = 2.77

Bonds (Å) are listed after each position.
Geometry (Å):
1 C -0.516 0.882 -0.947  O6 1.330, C25 1.512, H37 1.093, H44 1.159
2 O -1.030 -2.375 0.777  H27 0.885
3 H 1.338 0.070 0.997  C32 1.087
4 O -0.353 2.342 3.085  H23 0.955, H43 1.060
5 O 2.453 1.772 2.391  H15 0.937, H46 0.917
6 O -1.345 -0.111 -0.638  C1 1.330, H31 1.070
7 O -0.550 4.271 1.194  H18 1.005, H20 0.933
8 H 1.634 -2.947 0.947  O19 0.970
9 H 2.119 -0.999 4.177  O39 0.931
10 H -1.287 -3.008 -2.205  O13 1.032
11 H 0.299 -2.786 1.508  O19 1.093
12 H 1.630 0.233 -3.661  O36 0.997
13 O -0.460 -3.340 -1.684  H10 1.032, H45 1.009
14 H 3.413 -1.228 0.604  C16 1.042
15 H 3.091 1.614 1.723  O5 0.937
16 C 2.930 -0.663 -0.126  H14 1.042, H22 1.086, H24 1.060, C32 1.490
17 H 2.631 1.045 -2.934  O36 0.952
18 H -0.589 3.410 1.711  O7 1.005
19 O 1.333 -2.813 1.860  H8 0.970, H11 1.093
20 H 0.026 4.721 1.774  O7 0.933
21 H -2.644 3.286 -1.641  O40 0.973
22 H 3.245 -1.350 -0.906  C16 1.086
23 H 0.561 2.099 2.946  O4 0.955
24 H 3.509 0.194 -0.357  C16 1.060
25 C 0.942 0.543 -1.163  C1 1.512, H29 1.091, C32 1.504, H47 1.140
26 H -3.983 -0.840 -1.405  O34 0.953
27 H -1.802 -2.787 0.913  O2 0.885
28 H -3.119 3.741 -0.262  O40 0.996
29 H 1.419 1.484 -1.438  C25 1.091
30 H 0.326 -2.353 -2.963  O48 0.998
31 H -1.206 -0.885 0.088  O6 1.070
32 C 1.497 -0.269 -0.024  H3 1.087, C16 1.490, C25 1.504, H41 1.139
33 H -2.543 -0.938 -1.989  O34 1.023
34 O -3.447 -1.414 -1.945  H26 0.953, H33 1.023
35 O -2.351 -0.438 2.030  H38 0.987, H42 0.963
36 O 2.360 0.888 -3.833  H12 0.997, H17 0.952
37 H -0.938 1.254 -1.884  C1 1.093
38 H -1.583 -0.970 1.712  O35 0.987
39 O 2.310 -0.817 3.285  H9 0.931, H49 0.987
40 O -3.463 3.518 -1.170  H21 0.973, H28 0.996
41 H 0.789 -1.159 0.038  C32 1.139
42 H -2.948 -0.456 1.275  O35 0.963
43 H -0.828 1.465 2.727  O4 1.060
44 H -0.643 1.674 -0.110  C1 1.159
45 H -0.613 -2.805 -0.843  O13 1.009
46 H 2.222 0.959 2.749  O5 0.917
47 H 1.045 -0.139 -2.070  C25 1.140
48 O 0.168 -1.673 -3.676  H30 0.998, H50 0.935
49 H 2.063 -1.564 2.690  O39 0.987
50 H -0.744 -1.485 -3.757  O48 0.935